Entry 1:
A 5-piece molecular cluster, C46H47Br2F4N5OS overall, computed with the ωB97M-V functional and the def2-TZVPD basis.

Each line ends with the Mulliken charge.
Geometry (Å):
C  -1.815  -0.678  6.928  -1.1885
C  -1.468  -1.105  5.405  0.2180
Br  -1.147  0.363  4.122  -0.1070
C  -1.391  -2.512  5.106  -0.3623
Br  -1.695  -3.904  6.492  -0.1047
C  -0.995  -2.898  3.585  0.8947
C  0.422  -3.530  3.395  0.7812
C  1.438  -3.829  4.584  -1.0926
C  0.857  -3.874  1.945  -0.8539
C  -0.128  -3.591  0.786  0.0859
C  -1.573  -2.985  0.976  -0.9287
C  -2.011  -2.630  2.444  0.0625
C  -3.471  -1.996  2.615  -0.5295
C  -4.489  -3.240  2.828  -0.4645
C  -6.004  -2.758  3.141  -0.5272
C  -6.799  -2.561  1.759  -0.4929
N  -7.936  -1.620  2.015  -0.3715
C  -7.346  -0.264  2.021  0.3230
N  -6.784  0.283  0.964  -0.6112
N  -7.381  0.500  3.310  -0.6481
N  -2.475  -2.766  -0.202  0.0547
C  -1.813  -1.988  -1.272  -0.0638
C  -2.488  -0.721  -1.889  -0.6895
C  -1.724  0.081  -2.982  -0.7827
C  -0.296  -0.318  -3.518  0.5586
C  0.339  0.656  -4.613  -0.4072
N  1.368  0.040  -5.501  -0.6458
C  0.350  -1.591  -2.924  0.3245
O  1.642  -2.001  -3.377  -0.4541
C  -0.395  -2.400  -1.825  0.2367
S  0.315  -3.920  -1.001  -0.2111
H  -2.586  -1.400  7.359  0.3415
H  -0.825  -0.795  7.505  0.2959
H  -2.143  0.417  7.012  0.3435
H  0.904  -4.343  5.470  0.2495
H  2.322  -4.490  4.269  0.3397
H  1.903  -2.821  4.908  0.2743
H  1.876  -4.327  1.665  0.3235
H  -3.758  -1.434  1.645  0.0845
H  -3.541  -1.225  3.462  0.4065
H  -4.058  -3.870  3.685  0.3721
H  -4.512  -3.820  1.836  0.1966
H  -6.046  -1.860  3.849  0.2909
H  -6.524  -3.625  3.700  0.2790
H  -6.055  -2.205  0.968  0.2147
H  -7.256  -3.572  1.478  0.3507
H  -8.648  -1.725  1.277  0.3266
H  -6.434  1.216  1.244  0.2325
H  -6.427  0.797  3.571  0.2886
H  -7.877  1.378  3.068  0.3065
H  -2.660  -3.734  -0.545  0.4374
H  -3.526  -0.363  -1.544  0.4754
H  -2.227  1.026  -3.409  0.2387
H  -0.457  1.189  -5.256  0.2974
H  0.875  1.497  -4.022  0.1805
H  2.277  0.157  -5.039  0.2889
H  1.108  -0.946  -5.623  0.2867
H  1.577  -2.932  -3.681  0.3094
F  -3.714  2.559  -1.529  -0.3314
C  -2.962  3.108  -0.561  0.3175
C  -2.018  2.330  0.095  -0.0751
C  -1.239  2.904  1.094  -0.6182
C  -1.420  4.244  1.431  -0.7540
C  -2.373  5.012  0.769  -0.3752
C  -3.145  4.442  -0.237  -0.5734
H  -1.898  1.288  -0.175  0.4371
H  -0.492  2.311  1.611  0.6184
H  -0.814  4.690  2.214  0.4597
H  -2.514  6.054  1.036  0.3885
H  -3.885  5.027  -0.770  0.4808
F  5.961  -2.301  2.476  -0.3284
C  5.495  -2.289  1.217  0.4368
C  4.132  -2.168  0.996  -0.6724
C  3.650  -2.150  -0.310  -0.1913
C  4.536  -2.265  -1.378  -0.7085
C  5.903  -2.390  -1.144  -0.5673
C  6.387  -2.397  0.161  -0.5397
H  3.457  -2.088  1.840  0.5802
H  2.586  -2.048  -0.494  0.3543
H  4.159  -2.255  -2.396  0.4394
H  6.591  -2.483  -1.977  0.7293
H  7.448  -2.485  0.362  0.4300
F  -0.952  7.862  -0.435  -0.3416
C  -0.404  7.259  -1.503  0.2824
C  0.445  6.178  -1.316  -0.1873
C  1.008  5.551  -2.422  -0.4186
C  0.724  6.017  -3.704  -0.4875
C  -0.125  7.105  -3.880  -0.3656
C  -0.697  7.727  -2.775  -0.4658
H  0.661  5.834  -0.311  0.4125
H  1.667  4.700  -2.286  0.3978
H  1.167  5.529  -4.566  0.3977
H  -0.342  7.469  -4.879  0.3681
H  -1.368  8.570  -2.895  0.4115
F  6.129  1.498  -4.303  -0.2910
C  7.309  0.882  -4.132  0.2281
C  7.468  -0.004  -3.078  -0.2775
C  8.689  -0.647  -2.905  -0.2051
C  9.741  -0.389  -3.781  -0.6147
C  9.571  0.507  -4.833  -0.3415
C  8.346  1.142  -5.014  -0.4523
H  6.641  -0.187  -2.402  0.4933
H  8.822  -1.349  -2.087  0.3531
H  10.695  -0.887  -3.642  0.3662
H  10.392  0.710  -5.512  0.3591
H  8.193  1.835  -5.832  0.4071

The HOMO energy comes out at -0.3031 Eh. As for the multiplicity: 1. The value obtained for the calculated total energy is -219741.7972 eV. Its SMILES is [H]/N=C(\N)NCCCCc1c2c(cc(C)c1/C(Br)=C(/C)Br)Sc1c(ccc(CN)c1O)N2.Fc1ccccc1.Fc1ccccc1.Fc1ccccc1.Fc1ccccc1. For the LUMO energy, the calculation gives -0.1498 eV.

***

Entry 2:
A 3-piece molecular cluster, C46H47ClN2O5PS2 overall, computed with the ωB97M-V functional and the def2-TZVPD basis.

Each line ends with the Mulliken charge.
Geometry (Å):
C  3.902  0.413  3.076  -0.7157
C  2.673  1.222  2.296  -0.4324
C  2.046  2.274  3.396  -0.4550
C  0.377  2.280  3.378  -1.0560
C  -0.251  3.488  4.307  0.0509
C  -0.768  4.729  3.358  -0.0136
C  0.084  5.116  1.988  -0.2647
N  -0.299  6.224  1.032  -0.0611
C  -1.542  7.036  1.322  -0.3713
C  -2.551  6.786  2.631  0.2936
P  -4.088  7.915  2.729  0.2559
O  -4.877  7.859  4.280  -0.4424
Cl  -5.486  7.084  1.333  -0.2074
C  -2.137  5.610  3.696  0.3151
C  -3.041  5.325  5.033  -0.8165
C  -4.487  4.593  4.746  -0.3059
C  -4.481  3.005  5.262  -0.4962
S  -5.341  1.935  3.987  -0.0807
C  -7.205  1.944  4.406  -0.2279
S  -7.647  1.600  6.010  -0.1738
N  -8.132  2.227  3.247  0.2215
C  -9.452  2.827  3.672  -0.4523
C  -9.849  3.937  2.486  -0.7980
C  -8.286  0.907  2.523  -0.4313
C  -8.002  1.195  0.925  -0.8960
H  3.463  -0.562  3.589  0.2597
H  4.672  0.023  2.264  0.0491
H  4.475  1.115  3.835  0.3138
H  1.886  0.464  1.858  0.3053
H  3.167  1.806  1.389  0.2501
H  2.358  1.909  4.467  0.3960
H  2.416  3.359  3.144  0.1883
H  0.008  1.234  3.820  0.3422
H  -0.012  2.301  2.250  0.3809
H  0.524  3.926  5.099  0.3405
H  -1.159  3.036  4.929  -0.0864
H  1.044  4.477  1.727  0.1770
H  0.302  6.431  0.179  0.3267
H  -1.810  7.886  0.529  0.3331
H  -5.844  7.634  4.064  0.3070
H  -2.448  4.593  5.767  0.4250
H  -3.223  6.312  5.679  0.3612
H  -5.282  5.131  5.456  0.2289
H  -4.876  4.707  3.649  0.3733
H  -3.404  2.572  5.408  0.1569
H  -5.034  2.939  6.298  0.3925
H  -10.345  2.035  3.643  0.2519
H  -9.427  3.439  4.669  0.3739
H  -9.902  5.010  3.005  0.2630
H  -10.889  3.726  1.992  0.2375
H  -8.977  4.022  1.692  0.1908
H  -9.319  0.376  2.668  0.3539
H  -7.407  0.207  2.921  0.3128
H  -9.037  1.290  0.343  0.2468
H  -7.398  0.336  0.388  0.2992
H  -7.392  2.190  0.823  0.2152
C  5.574  -3.045  -4.384  -0.2462
C  6.758  -3.251  -5.092  -0.5815
C  7.988  -2.982  -4.489  -0.5173
C  8.033  -2.492  -3.178  0.1507
C  6.849  -2.263  -2.479  0.1936
C  5.616  -2.551  -3.080  -0.6213
C  6.883  -1.700  -1.114  0.4655
O  5.843  -1.502  -0.498  -0.7197
C  8.187  -1.373  -0.505  0.0558
C  8.232  -0.785  0.766  -0.1930
C  9.462  -0.484  1.355  -0.6417
C  10.648  -0.777  0.683  -0.3684
C  10.606  -1.357  -0.586  -0.6927
C  9.373  -1.646  -1.185  0.3076
C  9.339  -2.227  -2.542  0.6515
O  10.381  -2.480  -3.135  -0.6740
H  4.616  -3.264  -4.851  0.3420
H  6.725  -3.625  -6.113  0.4179
H  8.908  -3.150  -5.045  0.4550
H  4.688  -2.387  -2.536  0.4568
H  7.310  -0.556  1.299  0.5133
H  9.494  -0.023  2.340  0.3958
H  11.606  -0.549  1.144  0.3873
H  11.536  -1.578  -1.107  0.4592
C  -0.756  -2.671  -4.032  -0.5861
C  -2.082  -3.086  -4.154  -0.4065
C  -2.374  -4.346  -4.678  -0.6526
C  -1.337  -5.190  -5.093  0.2899
C  -0.013  -4.766  -4.994  0.1973
C  0.280  -3.508  -4.452  -0.3264
C  1.086  -5.628  -5.475  0.4768
O  2.250  -5.258  -5.385  -0.6995
C  0.762  -6.938  -6.073  0.1959
C  1.790  -7.741  -6.585  -0.5099
C  1.493  -8.988  -7.141  -0.4788
C  0.174  -9.439  -7.177  -0.4555
C  -0.852  -8.639  -6.673  -0.5843
C  -0.558  -7.382  -6.128  0.1814
C  -1.655  -6.529  -5.630  0.6019
O  -2.815  -6.923  -5.666  -0.6759
H  -0.527  -1.693  -3.616  0.3986
H  -2.889  -2.428  -3.839  0.3730
H  -3.411  -4.665  -4.766  0.4574
H  1.312  -3.175  -4.359  0.5149
H  2.822  -7.397  -6.558  0.4435
H  2.292  -9.607  -7.543  0.3998
H  -0.057  -10.413  -7.603  0.3930
H  -1.880  -8.997  -6.709  0.4518

The HOMO energy comes out at -0.3875 Eh. As for the multiplicity: 1. The total charge is +1. The value obtained for the calculated total energy is -105145.7444 eV. For the LUMO energy, the calculation gives -4.8050 eV.

***

Entry 3:
A 2-piece molecular cluster, C46H47N4O2S overall, computed with the ωB97M-V functional and the def2-TZVPD basis.

Each line ends with the Mulliken charge.
Geometry (Å):
C  0.929  8.443  2.085  -0.5319
C  -0.017  7.603  2.633  -0.7393
C  -0.137  6.304  2.181  -0.5089
C  0.689  5.820  1.178  -0.2119
C  0.579  4.380  0.714  0.6819
C  1.450  3.445  1.531  -0.5688
C  1.073  2.129  1.757  0.1328
C  1.874  1.274  2.488  -0.2737
C  3.072  1.721  3.005  -0.6491
C  3.464  3.023  2.782  -0.9370
C  2.661  3.872  2.048  -0.2719
C  0.818  4.212  -0.816  -0.1576
C  -0.013  5.247  -1.615  -0.7320
C  0.031  4.977  -3.108  -0.8012
N  -0.212  3.555  -3.337  0.2152
C  -0.764  3.038  -4.532  0.4783
C  -0.814  1.642  -4.520  0.5249
C  -1.307  0.951  -5.609  -0.4288
C  -1.764  1.658  -6.708  -0.5803
C  -1.726  3.047  -6.721  -0.6924
C  -1.226  3.743  -5.639  -0.7179
S  -0.191  1.000  -2.994  -0.2762
C  0.134  2.623  -2.361  0.2076
N  0.597  2.861  -1.184  -0.3394
C  1.644  6.672  0.649  0.1321
C  1.757  7.974  1.089  -0.9892
H  1.026  9.457  2.438  0.4101
H  -0.652  7.960  3.426  0.4143
H  -0.872  5.652  2.618  0.4378
H  -0.461  4.068  0.876  0.6434
H  0.146  1.771  1.345  0.4869
H  1.570  0.254  2.658  0.3486
H  3.702  1.056  3.575  0.4264
H  4.399  3.378  3.183  0.4159
H  2.970  4.887  1.878  0.4038
H  1.885  4.403  -1.014  0.1325
H  -1.050  5.194  -1.268  0.3733
H  0.323  6.270  -1.396  0.5245
H  -0.707  5.577  -3.650  0.4435
H  1.009  5.222  -3.529  0.2337
H  -1.331  -0.126  -5.583  0.3916
H  -2.155  1.123  -7.559  0.3847
H  -2.093  3.584  -7.584  0.3939
H  -1.196  4.817  -5.644  0.3258
H  2.310  6.310  -0.114  0.4552
H  2.499  8.624  0.658  0.4124
C  -7.442  -1.745  4.644  -0.7983
O  -6.617  -0.607  4.540  -0.4261
C  -5.380  -0.823  3.923  0.8562
C  -4.518  0.273  3.787  -0.6686
C  -3.288  0.153  3.195  -0.6213
C  -2.843  -1.085  2.698  0.8078
C  -1.561  -1.184  2.089  -0.8194
C  -1.065  -2.377  1.596  0.8306
C  0.153  -2.602  1.005  -0.1275
N  0.527  -3.848  0.572  0.5346
C  1.826  -4.151  -0.091  -0.0026
C  1.995  -3.357  -1.385  -0.7602
C  3.304  -3.603  -2.068  0.3947
C  3.353  -4.176  -3.329  -0.3058
C  4.562  -4.461  -3.930  -0.6945
C  5.743  -4.176  -3.277  -0.4003
C  5.709  -3.595  -2.027  -0.8183
C  4.498  -3.305  -1.433  -0.1931
C  1.849  -5.653  -0.330  0.2689
O  2.758  -6.297  -0.808  -0.6630
N  0.632  -6.140  0.099  0.2676
C  0.283  -7.543  -0.011  -0.9730
C  -0.272  -5.118  0.698  0.1678
C  -0.494  -5.470  2.171  -1.5512
C  -1.550  -5.036  -0.138  -1.5371
C  -3.714  -2.189  2.837  -0.9000
C  -4.942  -2.056  3.432  -0.6067
H  -8.372  -1.453  5.136  0.2409
H  -7.674  -2.133  3.651  0.3425
H  -6.949  -2.511  5.246  0.3393
H  -4.848  1.223  4.163  0.4562
H  -2.642  1.009  3.104  0.5553
H  -0.951  -0.301  2.015  0.4925
H  -1.704  -3.228  1.693  -1.0287
H  0.848  -1.793  0.867  0.8204
H  2.626  -3.896  0.612  0.4183
H  1.177  -3.625  -2.056  0.4277
H  1.881  -2.285  -1.196  0.4550
H  2.434  -4.419  -3.832  0.3543
H  4.586  -4.922  -4.905  0.3897
H  6.689  -4.411  -3.738  0.3966
H  6.629  -3.384  -1.506  0.3982
H  4.471  -2.858  -0.455  0.4010
H  1.093  -8.087  -0.490  0.3906
H  0.108  -7.963  0.977  0.3064
H  -0.622  -7.660  -0.604  0.3145
H  0.472  -5.586  2.660  0.3910
H  -1.042  -4.704  2.716  0.3899
H  -1.031  -6.411  2.275  0.4648
H  -1.288  -4.865  -1.180  0.3408
H  -2.113  -5.966  -0.087  0.4828
H  -2.209  -4.226  0.165  0.3882
H  -3.421  -3.157  2.473  0.3362
H  -5.582  -2.912  3.524  0.4511

The HOMO energy comes out at -0.3483 Eh. As for the multiplicity: 1. The total charge is +1. The value obtained for the calculated total energy is -69350.0523 eV. For the LUMO energy, the calculation gives -4.5493 eV.

***

Entry 4:
C46H47N5OPPtSTe as an isolated structure, computed with the ωB97M-V functional and the def2-TZVPD basis.

Each line ends with the Mulliken charge.
Geometry (Å):
Pt  -0.169  -1.613  1.393  1.8685
C  2.697  -6.298  1.323  -1.3419
C  2.978  -4.905  1.734  1.0716
N  4.144  -4.378  1.919  -0.9540
N  3.924  -3.099  2.305  0.3487
C  2.601  -2.789  2.323  0.1683
S  1.899  -1.349  2.736  -0.4168
N  1.988  -3.982  1.981  0.3978
N  0.623  -4.107  1.808  -0.9377
H  3.639  -6.829  1.228  0.3522
H  2.175  -6.331  0.365  0.3372
H  2.076  -6.795  2.068  0.3173
H  4.684  -2.452  2.425  0.2852
H  0.142  -4.372  2.667  0.2430
H  0.403  -4.762  1.064  0.2331
C  -6.603  2.661  1.252  -0.7691
C  -5.956  2.522  2.468  -0.7059
C  -4.756  1.836  2.554  -0.6734
C  -4.204  1.268  1.410  0.8482
C  -4.865  1.398  0.188  -0.8368
C  -6.055  2.094  0.111  -1.1457
P  -2.659  0.323  1.393  0.6959
C  -1.196  1.199  0.507  2.4983
C  -1.326  2.673  0.687  -1.6717
C  -0.562  3.560  -0.032  -0.8913
C  0.118  3.340  -1.224  -1.7641
C  0.008  2.140  -2.099  0.5404
C  -0.988  0.676  -0.909  -0.6825
C  -3.056  -1.312  0.740  1.0642
C  -4.366  -1.705  0.474  -0.8138
C  -4.597  -2.943  -0.093  -0.8762
C  -3.521  -3.753  -0.425  -0.9704
C  -2.227  -3.366  -0.120  -0.7826
C  -1.943  -2.146  0.509  -0.6837
H  -7.532  3.210  1.192  0.3987
H  -6.386  2.950  3.361  0.4683
H  -4.259  1.726  3.506  0.1935
H  -4.438  0.934  -0.690  0.9302
H  -6.563  2.190  -0.836  0.4561
H  -1.777  2.998  1.618  0.4522
H  -0.501  4.569  0.363  0.4174
H  0.567  4.216  -1.669  0.7171
H  0.438  2.324  -3.085  0.4190
H  -1.302  -0.375  -0.950  1.0324
H  -5.199  -1.063  0.722  0.5265
H  -5.609  -3.271  -0.286  0.4446
H  -3.700  -4.705  -0.908  0.4207
H  -1.419  -4.036  -0.389  0.3916
C  7.628  1.261  -3.185  -1.6223
C  6.318  1.302  -2.459  0.7912
C  5.383  2.299  -2.674  -0.8914
C  4.170  2.321  -1.998  0.9533
C  3.253  3.476  -2.251  -1.5169
C  3.842  1.320  -1.077  -0.8748
Te  1.946  1.454  0.171  0.3939
N  -0.074  0.776  1.277  -0.2416
C  0.079  1.383  2.519  -0.8082
O  1.078  2.083  2.724  -0.7549
C  -0.949  1.100  3.485  0.4214
C  -1.929  0.058  3.103  2.7233
C  -2.930  -0.241  4.134  -1.4219
C  -2.899  0.358  5.351  -0.4347
C  -1.934  1.337  5.671  -1.0061
C  -0.979  1.684  4.739  -0.4001
C  0.489  0.866  -1.374  -0.3600
C  0.855  -0.372  -2.120  0.2808
C  1.682  -1.356  -1.364  -0.5673
C  0.269  -0.770  -3.261  -0.6504
C  -0.849  -0.156  -3.926  0.8340
C  -1.266  -0.753  -5.246  -1.9764
C  -1.624  0.794  -3.388  -1.9421
C  -1.437  1.548  -2.111  3.2134
C  -2.593  2.539  -1.992  -2.4222
C  4.826  0.362  -0.802  1.5061
C  4.698  -0.677  0.283  -1.5542
C  6.027  0.348  -1.501  -0.9197
H  7.672  2.003  -3.977  0.3601
H  7.778  0.273  -3.619  0.3629
H  8.451  1.450  -2.495  0.3229
H  5.615  3.096  -3.367  0.3450
H  3.816  4.354  -2.567  0.4853
H  2.710  3.709  -1.336  0.2013
H  2.536  3.231  -3.033  0.2386
H  -1.306  -0.901  2.786  -0.6626
H  -3.677  -0.985  3.886  0.3992
H  -3.639  0.094  6.096  0.4456
H  -1.937  1.792  6.649  0.3920
H  -0.217  2.415  4.964  0.5403
H  1.052  -1.723  -0.511  -0.3000
H  2.568  -0.886  -0.945  -0.6657
H  1.970  -2.205  -1.981  0.7203
H  0.603  -1.705  -3.695  0.3862
H  -0.502  -1.414  -5.645  0.4221
H  -1.470  0.032  -5.971  0.3827
H  -2.182  -1.330  -5.117  0.3422
H  -2.470  1.114  -3.981  0.3548
H  -3.512  2.102  -2.379  0.6817
H  -2.367  3.422  -2.589  0.4750
H  -2.771  2.858  -0.970  0.1688
H  3.846  -0.464  0.930  -0.1329
H  5.610  -0.663  0.883  0.5423
H  4.599  -1.674  -0.153  0.4078
H  6.767  -0.410  -1.270  0.4113

The HOMO energy (spin up / spin down) comes out at -0.2103 / -0.2100 Eh. As for the multiplicity: 2. The value obtained for the calculated total energy is -88618.6633 eV. For the LUMO energy (spin up / spin down), the calculation gives -0.9791 / -0.9914 eV.

***

We obtain F_max values of 0.0900, 0.1131, 0.0659, 0.0383 hartree/bohr for the records listed above, in that order.